# 1
Molecular formula: C72H189N15O21
Method: DFT, ωB97M-V/def2-TZVPD

Each line ends with the Mulliken charge.
Atoms and positions in Å:
O1 1.479 -0.712 11.112  -0.34
H1 2.977 1.441 -8.092  0.39
O2 6.649 -2.572 -2.154  -0.17
H2 1.601 1.421 -1.096  0.29
C1 -1.806 -4.496 4.799  -0.65
O3 -5.115 1.749 2.741  -0.27
H3 3.372 3.061 -7.458  0.26
H4 -3.091 -7.356 3.452  0.27
H5 -12.707 -7.097 6.718  0.35
H6 -11.535 -5.596 5.011  0.42
H7 6.898 -2.107 -0.231  0.21
C2 10.935 6.510 2.404  -1.24
C3 -5.814 0.552 2.821  -0.79
H8 -4.235 1.935 -2.518  0.28
C4 2.331 0.672 -2.898  -1.36
H9 4.436 9.005 -6.285  0.38
C5 -5.225 -1.653 -6.016  -0.81
O4 1.638 6.388 4.042  -0.21
C6 9.088 5.370 -3.088  -1.17
H10 -5.494 6.622 3.376  0.28
H11 4.179 2.508 -8.844  0.38
H12 9.973 3.160 -1.228  0.32
H13 0.143 8.301 5.613  0.34
C7 3.203 2.473 -8.360  -1.51
H14 6.162 -2.242 -4.890  0.24
H15 2.780 -0.170 -3.424  0.24
H16 -5.161 -0.318 2.887  0.31
H17 -0.969 -1.454 -9.036  0.43
H18 -2.517 -2.347 -9.088  0.33
O5 -4.185 7.894 3.998  -0.27
H19 -2.077 -3.918 3.916  0.35
N1 2.888 8.998 -7.610  -0.32
N2 -4.460 4.276 4.147  -0.37
C8 1.285 -9.973 -0.556  0.52
C9 3.046 -0.950 5.675  -0.78
C10 3.745 8.240 -6.640  -0.73
H20 2.993 -8.734 -1.202  0.42
H21 3.163 -2.032 5.618  0.24
H22 0.703 -11.529 -1.644  0.29
H23 8.845 8.423 3.880  0.25
H24 8.421 3.352 3.609  0.35
C11 -6.837 -5.898 1.731  -0.73
H25 0.691 3.805 -7.754  0.32
H26 -4.593 1.587 4.692  0.29
C12 -5.490 -10.163 -2.442  -0.70
O6 -0.312 3.490 -9.497  -0.34
H27 6.854 4.078 3.563  0.31
H28 -10.523 -5.339 2.989  0.36
N3 -3.355 -3.339 6.348  -0.23
H29 -6.477 -10.783 -0.728  0.38
H30 0.176 0.424 8.252  0.17
H31 -7.381 -1.565 7.163  0.33
C13 1.315 1.610 10.472  -0.62
H32 0.551 2.125 -8.143  0.28
O7 8.413 4.921 2.298  -0.22
C14 2.700 10.344 -9.728  -0.55
H33 -2.499 -0.687 -8.620  0.27
N4 -10.413 -7.075 4.170  -0.39
H34 2.459 9.717 -7.044  0.27
H35 -1.938 -1.381 -1.855  0.17
C15 -11.634 -6.678 4.919  -0.71
C16 -11.713 -7.345 6.344  -0.57
O8 -6.405 3.599 -2.822  -0.27
H36 0.608 -1.861 12.680  0.29
H37 7.609 4.128 -1.041  0.16
H38 3.172 -6.252 1.408  0.25
H39 1.702 5.964 2.036  0.22
C17 1.657 0.774 6.743  -0.74
C18 -3.698 -2.979 7.698  -0.55
N5 1.442 -10.843 -1.707  -0.78
C19 -5.230 -2.742 7.968  -0.61
O9 -0.029 -0.684 -1.758  -0.17
H40 -0.728 -4.629 4.702  0.44
H41 1.363 9.125 6.552  0.32
C20 -3.224 -2.584 -6.536  -0.75
H42 2.978 -10.813 0.499  0.32
C21 3.181 7.648 -5.372  -0.38
C22 -10.364 -5.611 7.518  -0.56
N6 7.440 3.811 -1.985  -0.51
H43 4.054 -0.543 5.755  0.30
C23 0.718 3.105 -8.590  -0.62
H44 -9.802 -5.375 6.614  0.16
H45 -5.046 -1.917 -4.974  0.31
N7 2.413 4.292 -9.798  -0.73
C24 9.709 2.897 -2.252  -0.66
H46 -0.016 8.320 7.331  0.33
C25 8.619 3.837 -2.799  0.36
H47 7.922 -3.510 -5.802  0.25
H48 -3.995 -3.979 5.901  0.22
H49 -4.013 4.204 -1.166  0.34
H50 -0.249 0.094 10.298  0.27
H51 -2.391 -5.947 2.685  0.28
H52 5.041 9.185 -3.212  0.24
H53 4.132 -7.251 0.266  0.32
H54 -3.348 -3.874 8.213  0.47
H55 -2.486 3.395 -1.448  0.38
H56 7.644 -3.600 -0.760  0.34
H57 3.057 5.672 5.360  0.40
C26 2.083 0.508 -1.443  0.57
H58 -6.460 0.375 1.961  0.26
H59 -3.343 1.112 3.740  0.46
H60 -3.204 5.586 5.094  0.26
H61 -7.575 4.921 -4.058  0.29
H62 1.427 -11.750 0.712  0.38
H63 -2.954 3.574 3.037  0.41
H64 0.243 -9.739 -0.336  0.26
H65 -7.103 -0.985 8.836  0.30
C27 -10.366 -6.406 2.830  -0.65
H66 -1.439 -7.084 3.651  0.28
H67 -1.512 -4.363 6.952  0.34
H68 -8.705 -7.755 2.363  0.37
H69 -1.034 -1.855 -0.394  0.29
H70 -1.529 -2.784 6.089  0.33
H71 -11.216 -6.701 2.215  0.38
N8 6.989 -3.848 -5.613  -0.75
N9 -0.947 -3.391 -7.339  -0.70
C28 0.570 0.330 10.977  -0.45
H72 3.314 9.216 -2.973  0.26
C29 2.376 6.150 2.873  -0.75
C30 -1.824 -2.218 -7.101  0.35
H73 3.073 7.463 5.048  0.33
H74 -7.793 3.198 -4.300  0.29
H75 -4.439 9.909 3.751  0.24
H76 2.299 5.021 -9.108  0.22
H77 4.136 8.878 -9.225  0.38
H78 3.280 13.670 -9.513  0.30
H79 2.236 8.165 -5.208  0.34
H80 1.656 -10.334 1.609  0.31
O10 -3.985 -1.318 -6.536  -0.22
H81 2.895 -6.261 -0.344  0.29
H82 9.152 5.875 -2.124  0.25
H83 9.015 7.417 1.792  0.27
C31 -2.383 -6.541 3.599  -0.71
H84 -5.807 -3.460 7.386  0.32
H85 0.637 2.444 10.290  0.33
H86 -9.608 -6.829 4.728  0.27
H87 -4.910 -10.333 -0.420  0.35
C32 -4.802 6.700 4.214  -0.39
H88 -5.177 9.165 5.207  0.35
C33 -0.962 -1.674 -1.466  -0.74
N10 2.333 6.919 7.649  -0.60
C34 -7.582 3.958 -3.548  -0.73
H89 -0.186 -8.524 -4.322  0.16
H90 3.056 5.311 3.021  0.28
H91 -3.221 -3.038 -5.546  0.43
H92 7.561 6.393 3.488  0.38
H93 12.247 2.306 -1.661  0.30
H94 -4.641 -9.395 -4.741  0.33
H95 -5.049 4.522 -4.233  0.35
H96 2.239 0.256 9.287  0.32
H97 -4.970 4.290 3.275  0.28
O11 -10.772 -6.945 7.366  -0.36
H98 1.925 2.285 -10.070  0.31
H99 -2.266 4.196 -9.533  0.27
C35 8.542 5.963 3.292  -0.86
C36 6.370 -3.229 -4.476  0.57
H100 1.073 -10.301 -2.475  0.23
N11 9.769 8.076 3.666  -0.67
H101 4.187 12.520 -8.524  0.24
O12 -5.465 -1.384 7.584  -0.22
H102 -3.439 -10.333 -3.013  0.24
H103 -3.004 4.754 -2.518  0.35
H104 8.388 -2.030 -1.252  0.28
H105 2.856 1.620 -3.022  0.45
H106 -5.647 -2.529 -6.509  0.32
H107 -2.023 3.065 -8.229  0.21
H108 -2.405 -7.602 -3.571  0.35
C37 1.558 6.913 6.469  0.24
C38 -3.948 2.903 -2.926  0.51
H109 -4.480 -13.968 -0.364  0.26
O13 10.753 2.588 -3.159  -0.32
O14 2.134 -7.917 0.488  -0.27
H110 -0.772 -8.158 -5.855  0.30
C39 1.996 -8.588 -0.786  -0.83
H111 4.002 9.961 -4.454  0.34
H112 11.536 0.856 -2.415  0.26
H113 -6.962 -5.532 0.712  0.31
H114 -4.895 -7.916 -3.765  0.35
C40 -1.981 -3.773 6.165  -0.64
C41 -3.493 3.268 3.933  -0.66
N12 -2.847 2.592 -3.793  -0.72
H115 -2.930 -7.666 -5.253  0.38
C42 0.958 -1.952 11.652  -0.71
H116 4.322 7.512 -7.210  0.34
O15 -5.071 -12.246 -1.363  -0.31
H117 -3.104 1.913 -4.495  0.24
C43 1.207 -0.732 -1.009  -0.84
O16 3.989 7.828 -4.280  -0.38
H118 -3.687 -3.346 -7.163  0.34
H119 -0.703 -2.595 -1.987  0.30
N13 -4.153 -9.645 -2.818  -0.28
H120 -11.624 -8.423 6.209  0.32
H121 8.220 -2.582 -3.613  0.36
H122 6.710 4.392 -2.371  0.25
C44 11.864 1.880 -2.588  -0.69
C45 4.087 9.143 -3.738  -0.69
H123 -1.261 -1.548 -6.452  0.25
H124 8.379 5.883 -3.738  0.31
C46 -0.816 -8.947 -5.105  -0.66
H125 -2.152 2.104 -3.245  0.18
C47 -6.755 -0.944 7.804  -0.84
H126 4.018 12.456 -10.306  0.31
C48 5.020 -3.932 -4.196  -1.35
H127 -9.208 -6.565 1.071  0.39
H128 -5.509 2.834 -4.497  0.29
H129 -5.391 6.804 5.125  0.31
H130 -2.813 3.295 4.785  0.38
H131 -6.472 0.502 3.689  0.30
H132 -6.057 -13.544 0.041  0.28
H133 7.650 -4.141 -3.058  0.35
H134 1.348 0.828 -3.341  0.25
H135 7.172 -4.804 -5.345  0.28
O17 2.359 11.704 -9.259  -0.37
H136 1.631 4.459 -10.415  0.38
H137 -4.722 -12.557 0.699  0.30
H138 -0.168 -3.170 -7.943  0.25
H139 -1.452 -4.126 -7.813  0.27
H140 11.590 7.313 2.066  0.40
C49 -5.093 -13.086 -0.179  -0.73
H141 10.865 5.741 1.634  0.24
C50 -4.123 1.873 3.751  -0.63
C51 0.977 1.139 8.063  -0.36
H142 -8.392 3.966 -2.819  0.24
C52 2.093 3.007 -9.271  0.49
H143 11.389 6.053 3.283  0.32
H144 -6.050 -9.246 -2.258  0.40
H145 3.171 7.466 7.514  0.28
C53 3.138 -6.881 0.519  -0.77
H146 -5.921 -10.794 -3.219  0.34
C54 7.461 -2.564 -1.045  -0.78
H147 2.534 5.955 7.874  0.28
C55 -4.945 9.030 4.150  -0.82
H148 2.652 -0.613 4.716  0.31
H149 2.916 6.626 -5.642  0.26
H150 -5.519 -2.977 8.992  0.41
H151 0.946 -0.770 0.049  0.39
H152 2.994 7.029 2.696  0.30
H153 2.095 1.929 11.162  0.33
H154 -3.125 -2.111 8.024  0.16
O18 -2.600 -5.726 4.710  -0.33
H155 0.150 -2.354 11.041  0.26
H156 -3.097 5.624 3.364  0.33
H157 0.839 6.097 6.388  0.31
H158 4.420 -3.354 -3.493  0.25
C56 3.496 12.613 -9.362  -0.74
H159 1.445 -7.886 -1.412  0.37
H160 0.466 2.087 7.893  0.43
H161 12.635 1.729 -3.343  0.26
H162 4.272 10.353 -8.265  0.26
H163 10.310 8.795 3.207  0.26
C57 7.695 3.797 2.928  -0.84
C58 9.531 7.073 2.688  0.38
C59 7.326 -3.136 -3.327  -0.82
C60 -5.201 3.560 -3.744  -0.65
H164 8.246 3.434 -3.740  0.21
H165 7.443 3.020 2.206  0.24
C61 -1.927 -1.612 -8.541  -1.34
H166 4.441 -4.028 -5.115  0.39
H167 0.926 0.779 5.935  0.38
C62 -3.810 5.575 4.187  -0.59
H168 0.199 0.509 11.987  0.48
H169 1.790 9.769 -9.896  0.33
N14 3.339 0.423 -0.737  -0.68
O19 2.140 -0.569 6.712  -0.29
C63 1.898 -10.770 0.639  -1.31
H170 -6.038 -0.929 -6.078  0.27
C64 -1.529 3.841 -8.813  -0.64
O20 -7.934 -5.916 2.578  -0.25
H171 1.766 -2.684 11.618  0.25
C65 -5.478 -10.919 -1.143  -0.54
H172 -9.722 -5.524 8.394  0.25
H173 1.803 -1.629 -1.176  0.33
C66 0.723 8.243 6.533  -1.34
H174 -12.486 -6.845 4.260  0.42
N15 1.955 1.218 9.171  -0.45
C67 -4.250 -8.779 -3.930  -0.64
H175 10.070 5.568 -3.518  0.34
H176 -6.017 -5.303 2.133  0.25
C68 2.465 6.578 5.231  -0.72
C69 3.566 9.639 -8.692  -0.44
H177 3.916 -0.286 -1.168  0.21
H178 -5.930 8.986 3.686  0.32
H179 9.237 1.945 -2.008  0.36
C70 -3.324 3.882 -1.946  -1.39
H180 -0.319 -9.858 -5.439  0.29
H181 -1.229 4.631 -8.124  0.33
O21 -2.072 -9.311 -4.633  -0.29
H182 -6.526 -6.932 1.580  0.27
H183 8.912 5.655 4.270  0.42
H184 2.462 1.431 6.412  0.40
H185 -6.945 0.034 7.362  0.26
C71 -2.886 -8.231 -4.321  -0.54
H186 -11.171 -4.878 7.507  0.31
H187 5.228 -4.862 -3.667  0.36
C72 -8.997 -6.731 2.127  -0.63
H188 3.281 10.300 -10.649  0.35
H189 3.801 1.308 -0.890  0.29

Results
E_HOMO   -8.3 eV
Energy above the lowest of the compared OMol25 structures with the same formula, charge and spin   6.1368 eV
2S+1   1

***

# 2
Molecular formula: C19H30IrN7O6S4
Method: DFT, ωB97M-V/def2-TZVPD

Each line ends with the Mulliken charge.
Atoms and positions in Å:
H1 7.585 0.724 -0.915  0.33
N1 -2.409 1.019 -1.492  0.34
C1 4.871 0.886 2.586  -0.39
C2 2.530 -2.745 -3.308  -1.22
H2 -1.968 5.058 -0.662  0.32
H3 2.036 -1.483 -5.580  0.37
N2 5.086 0.829 -0.120  -0.40
H4 -2.001 0.236 -0.981  0.11
S1 -0.269 2.356 -0.528  -0.38
C3 -1.237 -4.174 1.181  -0.63
N3 -2.399 3.295 -1.750  -0.24
N4 0.949 0.379 -2.491  -0.39
C4 -3.718 0.850 -2.096  -1.23
H5 -1.293 -0.789 -3.178  0.29
C5 -0.965 -0.762 -4.213  -1.14
H6 0.646 -2.582 -5.688  0.38
H7 4.746 0.920 3.661  0.45
C6 4.009 1.185 0.553  0.76
C7 -0.451 -3.076 0.884  -0.46
H8 1.779 -3.318 3.418  0.58
C8 6.056 0.471 2.011  -0.58
H9 3.190 -3.003 -4.139  0.36
S2 -0.893 -2.170 -0.575  1.46
N5 2.443 -1.301 -3.127  0.48
C9 6.138 0.458 0.624  0.85
O1 -2.222 -2.541 -0.967  -0.71
H10 0.218 0.938 -2.908  0.32
H11 7.205 -0.955 -0.553  0.27
C10 -1.802 2.179 -1.327  0.52
C11 -1.845 4.641 -1.662  -0.95
H12 3.818 -0.965 -1.567  0.22
H13 -3.902 -0.216 -2.200  0.28
C12 0.640 -2.756 1.706  -0.11
H14 -1.485 -1.550 -4.756  0.44
O2 2.161 -1.310 0.059  -0.61
H15 0.388 -5.293 3.929  0.42
O3 0.952 -0.075 1.599  -0.76
H16 -1.558 -5.833 2.497  0.42
Ir1 0.996 0.377 -0.462  2.33
H17 1.540 -3.160 -3.465  0.38
S3 1.725 -1.361 1.504  1.51
H18 2.930 -3.175 -2.389  0.32
C13 0.935 -3.566 2.792  -0.57
C14 3.634 -0.665 -2.597  -1.08
C15 0.147 -4.675 3.076  -0.64
S4 2.632 1.803 -0.447  -0.44
H19 -0.787 4.621 -1.910  0.36
H20 3.535 0.415 -2.646  0.29
N6 0.462 -1.018 -4.279  0.21
C16 1.287 -0.647 -3.283  0.29
H21 -1.231 0.200 -4.665  0.30
H22 8.228 -0.036 0.558  0.39
H23 -3.757 1.304 -3.088  0.45
H24 0.545 -0.943 -6.358  0.42
H25 4.486 -0.963 -3.211  0.46
H26 -2.083 -4.396 0.546  0.55
H27 -3.374 3.224 -1.992  0.24
C17 7.369 0.028 -0.106  -1.24
C18 0.954 -1.545 -5.545  -1.22
O4 0.150 -2.373 -1.558  -0.41
O5 -0.825 -0.709 -0.105  -1.25
C19 -0.937 -4.975 2.277  -0.65
H28 6.897 0.176 2.621  0.39
H29 -4.510 1.273 -1.471  0.45
O6 2.772 -1.530 2.450  -0.61
H30 -2.367 5.268 -2.380  0.34
N7 3.822 1.266 1.851  -0.41

Results
E_HOMO (alpha / beta)   -11.6 / -11.7 eV
Charge   +1
Energy above the lowest of the compared OMol25 structures with the same formula, charge and spin   0.2542 eV
2S+1   2